A molecular structure, C34H55ClHgN3OP2 at a distorted geometry, computed with the ωB97M-V functional and the def2-TZVPD basis.

Output
charge	+1
gap between HOMO and LUMO (spin up / spin down)	4.2 / 4.1	eV
electronic energy	-2864.02440	a.u.
LUMO (spin up / spin down)	-4.1 / -4.2	eV
E_HOMO (spin up / spin down)	-8.298 / -8.293	eV

```
97
Properties=species:S:1:pos:R:3:forces:R:3
C -0.97083 -2.34329 -1.86343 0.26 -1.17 -0.64
C 1.27785 -1.71659 -1.60113 1.49 1.07 0.23
C -0.62992 -3.46479 -2.63136 -1.38 0.78 0.68
C 1.67403 -2.90460 -2.29710 -0.77 -1.01 -0.65
C 0.72056 -3.76963 -2.80328 1.35 0.48 0.39
H -1.42917 -4.08618 -3.02558 0.20 0.03 -0.03
H 2.74118 -3.07457 -2.45746 -0.43 -0.04 0.08
H 1.02595 -4.68107 -3.31782 -0.10 0.27 0.04
N -0.05785 -1.54345 -1.31507 -0.13 0.58 0.81
P -2.93371 -1.00480 -0.23769 -0.51 -0.70 -0.34
P 2.64825 0.73577 -0.56554 0.99 0.57 1.12
C -2.46732 -2.02061 -1.70116 0.25 0.22 -0.46
H -2.79598 -1.49623 -2.61254 0.19 -0.04 0.36
H -3.04140 -2.96079 -1.69506 0.24 0.39 0.17
C 0.35062 1.99979 1.18380 -2.24 1.67 -1.15
O -0.15368 3.03779 1.12137 1.84 -2.16 0.34
C 2.34103 -0.80792 -1.32547 -0.32 -2.03 0.87
H 3.31111 -1.31356 -1.47629 -0.43 0.18 -0.09
C 3.91932 1.44588 -1.90916 -0.37 -0.25 0.84
C 3.57179 0.47871 1.15100 -0.02 0.03 -1.18
C -4.11014 0.38754 -0.75258 -0.13 0.07 0.10
C -3.63147 -2.31995 0.89840 -0.17 0.26 0.26
C 3.54551 2.92470 -2.04666 0.23 0.10 -0.12
H 3.66441 3.46923 -1.10087 -0.04 -0.14 -0.16
H 4.19796 3.40344 -2.79261 -0.15 -0.02 0.09
H 2.50392 3.03373 -2.37068 0.27 0.04 0.14
C 5.40071 1.29282 -1.56268 0.21 0.16 -0.17
H 5.69756 1.81416 -0.64706 -0.06 -0.15 -0.18
H 5.69758 0.23804 -1.49955 -0.11 0.29 0.01
H 5.98488 1.73472 -2.38654 -0.10 -0.06 0.16
C 3.69931 0.71058 -3.23119 -0.07 0.09 -0.23
H 4.17348 1.27669 -4.04828 0.00 -0.06 0.20
H 4.13413 -0.29648 -3.23060 -0.14 0.28 0.05
H 2.63449 0.61534 -3.45961 0.38 -0.18 -0.01
C 3.96532 1.87815 1.64953 0.08 -0.26 0.11
H 3.08557 2.52460 1.75820 0.11 -0.07 -0.06
H 4.43466 1.78174 2.63893 -0.05 0.09 -0.13
H 4.68226 2.37959 0.98754 -0.21 -0.12 0.18
C 2.54149 -0.13618 2.10235 -0.13 0.17 0.02
H 1.61959 0.46777 2.13767 0.59 -0.41 0.18
H 2.27546 -1.15794 1.80534 0.08 0.19 -0.06
H 2.96074 -0.18100 3.12070 -0.09 0.00 -0.19
C 4.77502 -0.45966 1.08774 0.26 0.02 0.33
H 5.59901 -0.07899 0.47666 -0.29 -0.12 0.22
H 5.16440 -0.57294 2.11120 0.01 -0.12 -0.15
H 4.49140 -1.45704 0.72795 0.02 0.21 0.00
C -3.95024 -1.68148 2.26034 -0.14 -0.06 0.09
H -4.41625 -2.44866 2.89702 0.11 0.27 -0.09
H -3.03630 -1.33919 2.76285 -0.19 -0.07 -0.13
H -4.64444 -0.83243 2.18446 0.13 -0.25 0.02
C -2.53793 -3.38158 1.09739 0.23 0.02 -0.05
H -2.25950 -3.88831 0.16571 -0.08 0.07 0.18
H -1.63893 -2.93592 1.53457 -0.23 -0.16 -0.19
H -2.91203 -4.14302 1.79815 0.05 0.22 -0.17
C -4.87907 -3.00602 0.31826 -0.25 0.01 0.09
H -5.11748 -3.86278 0.96540 0.08 0.18 -0.17
H -5.75682 -2.35191 0.31174 0.25 -0.24 0.01
H -4.72261 -3.39584 -0.69504 -0.05 0.07 0.24
C -3.82705 0.75284 -2.21869 0.06 0.02 -0.07
H -4.22700 0.00536 -2.91705 0.13 0.17 0.19
H -4.31358 1.71134 -2.45578 0.10 -0.25 0.15
H -2.75324 0.87260 -2.40688 -0.21 -0.06 0.07
C -3.85421 1.62775 0.13096 0.08 -0.10 0.01
H -2.82700 2.00539 0.03159 -0.20 -0.07 -0.03
H -4.53683 2.42831 -0.19129 0.18 -0.22 0.13
H -4.04710 1.41885 1.19182 0.05 0.05 -0.19
C -5.58496 -0.00262 -0.60015 -0.26 0.10 -0.04
H -5.86317 -0.85024 -1.23802 0.08 0.18 0.18
H -5.85393 -0.21642 0.44329 0.07 0.01 -0.33
H -6.19622 0.85746 -0.91469 0.17 -0.22 0.04
Hg -0.88100 -0.03517 0.61017 1.01 -0.51 -0.72
N 0.39501 1.14716 -1.64437 0.19 0.98 -2.94
C 0.66927 1.44245 -2.74921 -2.59 0.65 1.96
C 0.32213 2.14058 -4.05760 0.68 -0.33 -0.26
C 1.33321 1.85076 -5.15796 0.26 0.21 -0.45
C -1.04029 1.60671 -4.48410 -0.47 -0.27 0.13
C 0.23513 3.64608 -3.80534 -0.05 0.28 0.37
H 2.32795 2.23187 -4.90232 -0.25 -0.17 -0.07
H 1.38632 0.77824 -5.36539 0.13 0.12 0.02
H 1.02334 2.35782 -6.08368 -0.04 -0.13 0.28
H -1.80088 1.91892 -3.76017 0.13 -0.08 -0.21
H -1.32954 1.99974 -5.46768 0.21 -0.03 0.21
H -1.02110 0.51031 -4.53873 -0.09 0.21 -0.02
H -0.12856 4.15948 -4.70681 0.12 -0.25 0.18
H -0.46656 3.85075 -2.98684 0.14 0.03 -0.16
H 1.20927 4.06945 -3.53754 -0.22 -0.05 -0.10
Cl -0.85037 -0.53483 6.57644 -0.05 0.12 0.20
C -0.33980 -1.44660 5.21862 0.12 -0.15 -0.79
C 0.35061 -2.65135 5.38063 -0.14 0.20 -0.38
C 0.75307 -3.33841 4.23601 -0.21 0.37 -0.17
C 0.43075 -2.80190 2.98705 0.07 -0.30 0.04
N -0.26417 -1.67342 2.84011 0.07 1.00 0.15
C -0.62178 -0.97050 3.92833 0.47 -0.96 0.38
H 0.55698 -3.01471 6.38139 0.02 -0.01 -0.13
H 1.30141 -4.27538 4.27824 -0.09 0.20 0.13
H 0.74163 -3.31289 2.06601 -0.19 0.24 0.37
H -1.13315 -0.02007 3.78919 0.01 -0.18 0.03
```
Positions in Å, forces in eV/Å.